(1)
Here is C22H33As2N9Rh as an isolated structure from OMol25. Energies are from ωB97M-V/def2-TZVPD.

Highest occupied orbital energy (alpha / beta) in eV: -16.62 / -16.62
Max |F| in eV Å⁻¹: 2.59
HOMO-LUMO gap (alpha / beta) in eV: 4.9 / 4.9
E_tot in eV: -161417.77113
Net charge: +3
M in g/mol: 676.32

Atoms and positions in Å:
Rh -0.315409 -0.545403 0.593189
N -2.816471 -0.406118 4.480547
C -2.882354 -0.204849 3.156788
N -1.740916 -0.567478 2.596307
C -0.994747 -1.001064 3.661701
N -1.639056 -0.900444 4.803160
C 0.348574 -1.500715 3.513473
C 1.194821 -1.733198 4.617543
N 2.392424 -2.202996 4.423309
C 2.839994 -2.450932 3.216333
C 2.023343 -2.188520 2.115439
N 0.798657 -1.715773 2.274405
H -3.510606 -0.232239 5.200406
H -3.739249 0.210229 2.668528
H 0.873954 -1.520735 5.629211
H 3.835627 -2.857835 3.112078
H 2.375277 -2.379327 1.110345
C 2.518584 -2.895977 -1.489284
As 1.584830 -1.175999 -1.318891
C 1.451664 -0.803281 -3.249138
C 2.978346 0.150110 -0.894007
C 4.230402 0.016660 -1.490222
C 5.184834 1.011339 -1.352099
C 4.899366 2.151229 -0.618328
C 3.656998 2.296228 -0.023086
C 2.702404 1.288826 -0.138978
As 1.058200 1.486902 0.911816
C 0.402119 3.302496 0.582163
C 1.798879 1.646273 2.716766
H 3.266581 -2.819469 -2.277985
H 1.789809 -3.654605 -1.786108
H 3.009564 -3.233429 -0.579502
H 2.436841 -0.976154 -3.687997
H 1.174805 0.229592 -3.457533
H 0.746083 -1.481181 -3.735701
H 4.467307 -0.862715 -2.076683
H 6.147875 0.899551 -1.829234
H 5.642871 2.926426 -0.499972
H 3.429029 3.195070 0.538144
H 0.322702 3.507705 -0.486706
H 1.073626 4.032743 1.037679
H -0.583354 3.409538 1.042393
H 2.477542 2.502596 2.753003
H 2.362779 0.748953 2.977034
H 0.998723 1.794296 3.445815
C -3.274245 0.841768 -0.378146
N -2.167086 -0.045771 -0.814833
C -2.776199 -1.333594 -1.236443
N -3.743616 -1.112675 -2.281997
C -4.823466 -0.257694 -1.815155
N -4.232158 1.019214 -1.442470
C -3.615950 1.640674 -2.605565
N -2.547672 0.760959 -3.059581
C -1.567146 0.586948 -2.018924
C -3.112594 -0.524941 -3.451057
H -2.860692 1.814594 -0.096555
H -3.778308 0.391405 0.479828
H -3.265832 -1.801917 -0.375671
H -1.984274 -1.996387 -1.607083
H -5.312251 -0.708434 -0.949761
H -5.561136 -0.112987 -2.606382
H -3.204565 2.617357 -2.337824
H -4.354390 1.773429 -3.399042
H -1.162443 1.564907 -1.734550
H -0.758190 -0.048729 -2.395249
H -2.321000 -1.183493 -3.816540
H -3.850063 -0.380956 -4.243121

Cartesian forces (eV/Å) of the 6 atoms listed first:
Rh -0.9951 -1.0851 0.8475
N -0.1818 0.1959 -0.9915
C -0.4229 0.2868 0.1810
N 0.9416 0.1608 -0.8881
C -0.9016 0.4036 0.3343
N 1.2040 -0.5422 0.2963



(2)
Here is C32H20BrF10N6OPd as an isolated structure from OMol25. Energies are from ωB97M-V/def2-TZVPD.

Highest occupied orbital energy (alpha / beta) in eV: -4.11 / -4.10
Max |F| in eV Å⁻¹: 1.37
HOMO-LUMO gap (alpha / beta) in eV: 6.1 / 6.1
E_tot in eV: -145192.42574
Net charge: -1
M in g/mol: 880.86

Atoms and positions in Å:
Pd -0.858781 -1.607855 0.341536
C -2.170549 -4.070495 1.627024
N -2.374660 -2.676322 1.217223
C -3.367464 -2.584613 0.118829
C -2.783265 -3.241126 -1.119947
N -1.461565 -2.657206 -1.352313
C -0.568115 -3.332375 -2.136262
C -0.380235 -4.723932 -2.204496
F -1.042667 -5.545406 -1.357499
C 0.520220 -5.336011 -3.059011
F 0.647696 -6.671342 -3.044733
C 1.310332 -4.583510 -3.901656
F 2.178100 -5.169511 -4.740851
C 1.179136 -3.205811 -3.863867
F 1.914576 -2.452941 -4.691660
C 0.263800 -2.611032 -3.019588
F 0.127249 -1.283283 -3.113902
C -2.733407 -1.812664 2.369826
C -1.480498 -1.444824 3.138275
N -0.543831 -0.774293 2.224687
C 0.799264 -0.935755 2.555159
C 1.435707 -2.129465 2.926906
F 0.775959 -3.301953 2.844887
C 2.767550 -2.195753 3.292490
F 3.312635 -3.369318 3.642816
C 3.549920 -1.056867 3.272710
F 4.830826 -1.102971 3.662845
C 2.986335 0.129095 2.841684
F 3.734203 1.236675 2.795984
C 1.647964 0.178222 2.494683
F 1.166133 1.354838 2.086271
H -3.141509 -4.553725 1.786763
H -1.599943 -4.096915 2.551441
H -1.613720 -4.609489 0.865792
H -3.530167 -1.526970 -0.087637
H -4.317222 -3.052053 0.411322
H -3.446958 -3.007291 -1.964201
H -2.789120 -4.328257 -1.009715
H -3.467575 -2.308561 3.017434
H -3.168497 -0.901929 1.957132
H -1.059447 -2.324230 3.635404
H -1.779742 -0.750946 3.936676
Br -1.483742 8.876756 1.779745
C -0.462282 7.726464 0.658473
C -0.217660 6.419359 1.052455
C 0.492127 5.569418 0.225518
C 0.968092 6.007954 -1.024810
C 0.757619 7.351811 -1.360990
C 0.036777 8.202309 -0.539867
N 1.722372 5.263260 -1.938064
N 1.835818 3.987087 -1.902681
C 0.803981 3.160862 -1.586687
C -0.561023 3.523497 -1.547743
C -1.532254 2.658697 -1.161510
C -1.258993 1.307972 -0.731900
O -2.152367 0.564970 -0.317078
C 0.169786 0.888251 -0.846972
N 0.517094 -0.378961 -0.495834
C 1.766771 -0.785176 -0.600351
C 2.781935 0.045948 -1.080148
C 2.473160 1.331942 -1.419577
C 1.144360 1.790686 -1.303614
H -0.582279 6.062482 2.006424
H 0.694817 4.561023 0.558952
H 1.161557 7.706541 -2.300589
H -0.128981 9.232404 -0.826203
H -0.823367 4.529867 -1.845797
H -2.572357 2.957799 -1.143126
H 1.968460 -1.807146 -0.303182
H 3.789381 -0.337354 -1.167843
H 3.222530 2.019444 -1.785466

Cartesian forces (eV/Å) of the 6 atoms listed first:
Pd 0.0079 -0.3385 0.2304
C 0.1925 0.0293 0.0157
N -0.2802 0.3056 -0.0215
C -0.0226 -0.1444 -0.1144
C 0.1148 0.1228 -0.1581
N 0.0343 0.0257 0.2111